1.
{"formula": "C5H9O3Si", "method": "ωB97M-V with the def2-TZVPD basis set", "symbols": ["C", "C", "C", "C", "C", "O", "O", "O", "Si", "H", "H", "H", "H", "H", "H", "H", "H", "H"], "coordinates": [[-1.139827, -1.729863, 2.117480], [-1.370654, -1.319740, -0.050521], [0.168272, 0.814947, -2.274792], [-0.444424, 1.400429, 0.723981], [1.780003, -0.451321, 0.221451], [-0.052957, -2.276378, 2.198312], [-2.009472, -1.155374, 2.650613], [-2.191629, -1.771689, -0.786874], [0.003980, -0.018044, -0.487377], [0.243439, 1.958741, -2.121323], [1.108725, 0.605566, -2.845265], [-0.729084, 0.736391, -2.875431], [-0.362845, 2.329229, 0.299282], [-1.517331, 1.278952, 1.023168], [0.231858, 1.184804, 1.588587], [2.335634, -0.620057, -0.819000], [2.373415, 0.392307, 0.675874], [1.572897, -1.358899, 0.761837]], "forces_ev_per_angstrom": [[2.6, -0.2, -3.0], [1.2, -0.2, 2.1], [1.0, 1.9, 0.8], [-1.2, -3.3, 1.2], [0.4, 0.9, -3.8], [-1.0, 0.0, 0.3], [-1.8, 0.5, 1.5], [-1.0, -0.4, -1.0], [1.2, 1.5, 0.1], [-0.1, -1.5, 0.1], [-0.9, -0.3, 0.3], [-0.1, -0.5, -0.3], [0.7, 2.4, -0.9], [0.9, 0.1, 0.1], [-0.8, 0.7, -0.5], [-0.7, -0.3, 2.2], [-1.0, -1.0, 0.1], [0.8, -0.3, 0.6]], "nbo_charge": [0.896, -0.007, -1.098, -1.086, -1.091, -0.707, -0.649, -0.623, 1.352, 0.210, 0.218, 0.224, 0.208, 0.236, 0.232, 0.199, 0.220, 0.267], "homo_energy_ha": -0.0769, "total_charge": -1, "e_above_lowest_ev": 2.3191, "e_lumo_ev": 3.7}

2.
{"formula": "C3H4N2", "method": "ωB97M-V with the def2-TZVPD basis set", "symbols": ["N", "C", "C", "N", "C", "H", "H", "H", "H"], "coordinates": [[0.311975, -0.142326, -0.917903], [-0.448276, -0.892981, -0.054672], [-0.481408, -0.179743, 1.110004], [0.244355, 0.975152, 0.988781], [0.688855, 0.975546, -0.238049], [0.592935, -0.437341, -1.842700], [-0.901962, -1.826774, -0.348777], [-1.069120, -0.356353, 1.997373], [1.056946, 1.888491, -0.680454]], "forces_ev_per_angstrom": [[0.0, -0.1, -0.2], [-0.1, -0.1, 0.2], [-0.2, -0.1, 0.1], [-0.4, 0.0, -0.1], [-0.2, 0.6, 0.0], [-0.1, 0.3, 0.2], [0.1, 0.1, 0.1], [0.2, -0.3, 0.0], [0.6, -0.4, -0.3]], "nbo_charge": [-0.526, -0.116, -0.104, -0.450, 0.150, 0.419, 0.218, 0.209, 0.200], "smiles": "c1c[nH]cn1", "homo_energy_ha": -0.3267, "total_charge": 0, "e_above_lowest_ev": 0.1262, "e_lumo_ev": 0.9}